The ion C3HClN3O2 with charge -1 at a distorted geometry. Source: the OMol25 dataset; level of theory: ωB97M-V/def2-TZVPD.

Values from the calculation:
HOMO-LUMO gap: 8.6 eV
maximum force: 4.2 eV/A
calculated total energy: -889.740401 Ha
E_HOMO: -0.1780 Eh

ORCA input file:
```
! wB97M-V def2-TZVPD RIJCOSX def2/J DEFGRID3
* xyz -1 1
C -1.922 -1.622 1.163
C 0.584 1.627 -0.761
C 1.405 -0.838 0.362
N -1.400 -0.697 0.661
N 0.599 0.073 -0.044
N -0.717 0.259 0.561
O -0.114 1.629 -1.753
O 1.285 2.419 -0.162
Cl 2.938 -0.594 -0.687
H -2.657 -2.255 0.660
*
```

Atom charges from the Löwdin analysis, given in e for atoms 1 to 4: 0.04 -0.72 -0.45 -0.14